Density functional theory data (ωB97M-V/def2-TZVPD) for a 10-piece molecular cluster, C33H64Cl19N2O8P2 overall in a non-equilibrium geometry.

```
128
Properties=species:S:1:pos:R:3:mulliken_charge:R:1
C -4.01 0.01 5.47 -0.690
C -2.44 0.04 5.37 0.148
C -1.92 -0.50 4.00 -0.930
O -0.72 0.09 3.54 -0.242
C -0.76 1.19 2.64 0.336
P -2.40 2.03 2.44 1.007
O -3.11 1.73 1.17 -0.787
C -0.29 0.58 1.23 1.111
C -0.20 -0.97 1.30 -2.030
C -0.02 -1.66 -0.09 0.086
C 0.87 -2.92 0.18 0.057
C 0.87 -3.95 -0.96 -0.279
C 1.78 -5.14 -0.52 -1.020
C 1.03 -6.18 0.36 -0.444
O -0.21 -5.68 0.91 -0.301
C -0.33 -5.94 2.25 0.596
C 0.49 -5.18 3.28 -0.613
O -1.11 -6.73 2.61 -0.531
C 0.98 1.25 0.62 -1.342
C 2.25 0.51 1.06 -2.017
N 1.01 2.74 0.74 1.485
C -0.22 3.46 0.26 -0.208
C -1.04 2.86 -0.89 -1.149
O -0.63 2.30 -1.84 -0.201
C 2.19 3.39 0.07 -1.055
C 2.16 3.44 -1.45 -1.016
O 2.44 2.16 -2.01 -0.204
C 2.59 2.24 -3.37 0.222
O 3.40 2.93 -3.85 -0.582
C 1.65 1.39 -4.20 2.412
C 0.59 2.32 -4.88 -1.403
C 1.09 3.10 2.23 -0.535
N 2.48 3.22 2.66 -0.347
C 0.39 2.12 3.20 -1.557
P -0.01 2.81 4.93 0.088
O -1.54 3.39 4.94 -0.446
Cl 1.12 4.57 5.17 -0.236
H -4.29 -0.67 6.27 0.353
H -4.48 -0.28 4.53 -0.100
H -4.33 1.00 5.81 0.141
H -2.03 1.01 5.62 -0.294
H -2.10 -0.64 6.15 0.563
H -1.66 -1.54 4.23 0.559
H -2.73 -0.61 3.26 0.523
H -2.25 3.45 2.51 0.203
H -3.30 1.75 3.50 -0.225
H -1.08 0.71 0.48 0.436
H 0.53 -1.33 2.02 0.402
H -1.21 -1.27 1.60 0.768
H 0.54 -1.05 -0.81 -0.439
H -0.97 -1.99 -0.51 0.575
H 1.90 -2.56 0.30 0.177
H 0.52 -3.35 1.12 -0.582
H -0.14 -4.28 -1.19 0.299
H 1.33 -3.54 -1.86 0.368
H 2.29 -5.58 -1.37 0.501
H 2.54 -4.68 0.12 0.315
H 1.68 -6.47 1.19 0.312
H 0.79 -7.05 -0.25 0.320
H 0.48 -4.10 3.08 0.010
H 1.51 -5.57 3.32 0.282
H 0.06 -5.33 4.27 0.328
H 0.90 1.05 -0.45 1.011
H 2.38 -0.34 0.39 0.225
H 3.19 1.06 1.04 0.378
H 2.18 0.06 2.06 0.267
H -0.92 3.69 1.06 0.693
H 0.08 4.46 -0.06 0.657
H -2.14 3.02 -0.84 0.387
H 2.27 4.43 0.41 0.729
H 3.14 2.93 0.30 0.214
H 1.29 3.92 -1.90 0.190
H 3.02 4.07 -1.72 0.768
H 2.24 0.83 -4.92 -0.779
H 1.20 0.68 -3.51 -0.755
H 0.73 3.34 -4.50 0.337
H -0.41 1.97 -4.64 0.303
H 0.75 2.29 -5.95 0.442
H 0.69 4.11 2.40 0.768
H 2.77 4.19 2.65 0.311
H 2.60 2.89 3.61 0.363
H 1.16 1.38 3.45 0.828
H -1.69 4.14 4.33 0.398
C 4.99 0.59 -6.20 -0.003
Cl 3.69 -0.62 -6.20 -0.163
Cl 6.57 -0.16 -6.45 -0.175
H 4.80 1.30 -7.00 0.316
H 4.98 1.10 -5.24 -0.002
C -6.97 0.39 2.82 -0.242
Cl -6.20 1.90 3.32 -0.123
Cl -7.14 -0.71 4.18 -0.139
H -7.95 0.62 2.41 0.351
H -6.35 -0.09 2.06 0.185
C 0.02 -3.58 -4.97 -0.536
Cl -0.74 -4.72 -3.86 -0.109
Cl 0.51 -2.08 -4.15 0.029
H 0.91 -4.04 -5.40 0.290
H -0.68 -3.33 -5.75 0.350
C -4.59 -4.18 -2.54 -0.299
Cl -3.31 -3.06 -3.01 -0.098
Cl -5.99 -4.05 -3.61 -0.182
H -4.21 -5.19 -2.58 0.258
H -4.91 -3.94 -1.53 0.299
C -8.49 -7.10 -4.66 0.073
Cl -9.67 -6.94 -3.35 -0.147
Cl -7.81 -8.73 -4.72 -0.150
H -8.98 -6.89 -5.60 0.263
H -7.68 -6.39 -4.49 -0.029
C 6.20 3.95 -2.25 0.375
Cl 7.20 4.86 -3.39 -0.160
Cl 6.07 4.78 -0.69 -0.171
H 5.20 3.84 -2.67 -0.304
H 6.64 2.97 -2.09 0.301
C -5.77 3.05 8.12 -0.302
Cl -7.07 1.86 7.99 -0.137
Cl -4.19 2.31 7.83 -0.110
H -5.94 3.83 7.38 0.246
H -5.78 3.48 9.12 0.333
C 5.84 8.72 -0.93 -0.042
Cl 5.73 10.12 -2.00 -0.147
Cl 4.29 8.35 -0.17 -0.155
H 6.16 7.86 -1.51 0.062
H 6.57 8.93 -0.16 0.282
C 5.36 -3.94 -6.75 -0.207
Cl 4.11 -3.83 -5.51 -0.089
Cl 6.14 -5.52 -6.74 -0.159
H 4.91 -3.78 -7.72 0.293
H 6.11 -3.18 -6.55 0.162
```

**HOMO level**: -11.9017 eV
**Orbital gap**: 9.32 eV
**Total energy**: -311115.038 eV
**Charge**: +1
**E_LUMO**: -2.59 eV


Density functional theory data (ωB97M-V/def2-TZVPD) for an isolated ion of composition C10H11IN3O and charge +1 in a non-equilibrium geometry.

```
26
Properties=species:S:1:pos:R:3:mulliken_charge:R:1
C -0.31 3.95 -0.12 -0.351
C -1.10 2.86 0.21 -0.522
C 1.03 3.79 -0.33 -0.721
C -0.60 1.59 0.08 -0.318
C 1.65 2.56 -0.14 -0.353
C 0.84 1.49 0.14 1.122
C 0.94 -0.67 -1.04 0.430
C 0.19 -1.79 0.75 0.619
C 1.37 0.10 0.17 -0.321
C -0.27 -2.74 -1.47 -0.837
N 0.17 -1.74 -0.59 0.099
N 0.84 -0.83 1.30 -0.093
N -0.38 -2.84 1.36 -0.374
O 1.06 -0.40 -2.19 -0.567
I 3.65 -0.11 0.16 0.375
H -0.91 4.82 -0.09 0.388
H -2.17 3.05 0.39 0.363
H 1.63 4.67 -0.55 0.348
H -1.14 0.57 0.41 0.068
H 2.75 2.60 0.03 0.121
H -0.68 -3.66 -0.94 0.355
H -1.06 -2.42 -2.07 0.335
H 0.63 -2.98 -2.18 0.263
H 1.08 -0.55 2.25 0.198
H -0.71 -3.68 0.87 0.127
H -0.31 -3.00 2.37 0.248
```

**HOMO level (spin up / spin down)**: -10.1241 / -12.5297 eV
**Orbital gap (spin up / spin down)**: 7.24 / 5.28 eV
**Total energy**: -25156.780 eV
**Charge**: +1
**Relative energy (zero: lowest compared OMol25 entry of this formula, charge and spin)**: 0.0 kcal per mole
**Spin multiplicity**: 3
**<S²>**: 2.006
**E_LUMO (spin up / spin down)**: -2.88 / -7.25 eV


Density functional theory data (ωB97M-V/def2-TZVPD) for a 2-piece molecular cluster, C5H11NO2 overall in a non-equilibrium geometry.

```
19
Properties=species:S:1:pos:R:3:mulliken_charge:R:1
C 0.10 1.21 1.10 -1.160
C 1.14 0.73 0.43 1.163
C 1.86 1.44 -0.71 -1.093
C 1.76 -0.59 0.79 -1.480
C -3.47 -0.27 0.01 -0.720
N -2.37 0.37 -0.78 0.859
O -1.95 1.49 -0.60 -0.491
O -1.82 -0.40 -1.58 -0.523
H -0.33 0.73 2.03 0.271
H -0.30 2.24 0.94 0.284
H 1.08 1.96 -1.23 0.327
H 2.35 0.62 -1.28 0.318
H 2.52 2.20 -0.19 0.267
H 1.16 -1.13 1.42 0.453
H 2.59 -0.50 1.44 0.332
H 1.97 -1.17 -0.13 0.323
H -3.74 0.48 0.82 0.295
H -4.24 -0.29 -0.77 0.301
H -3.21 -1.29 0.36 0.275
```

**HOMO level**: -8.9548 eV
**Orbital gap**: 9.35 eV
**Total energy**: -10944.166 eV
**Relative energy (zero: lowest compared OMol25 entry of this formula, charge and spin)**: 117.6 kcal per mole
**SMILES**: C[N+](=O)[O-].C=C(C)C
**E_LUMO**: 0.39 eV


Density functional theory data (ωB97M-V/def2-TZVPD) for C38H38CrN6O4 as an isolated structure.

```
87
Properties=species:S:1:pos:R:3:mulliken_charge:R:1
Cr 0.20 -0.18 -0.62 -0.980
C 0.85 -3.08 5.83 -1.766
C 0.39 -2.40 4.56 0.048
C -0.93 -2.46 4.16 -0.796
C -1.38 -1.80 3.01 0.510
C -2.76 -1.85 2.68 -0.886
N -3.46 -0.85 2.22 0.066
C -3.10 0.56 2.34 -1.398
C -2.83 1.26 1.01 0.981
C -2.55 2.75 1.18 -1.044
N -1.53 3.13 2.17 0.116
C -0.50 3.91 1.90 -1.076
C 0.13 4.00 0.65 0.381
C 0.55 5.26 0.18 -0.842
C 1.03 5.43 -1.10 0.229
C 1.38 6.80 -1.62 -1.741
C 1.20 4.29 -1.88 -0.706
C 0.95 2.99 -1.43 1.443
C 1.50 1.91 -2.20 -1.290
N 1.39 0.65 -1.97 0.698
C 2.43 -0.21 -2.51 -0.993
C 3.43 -0.53 -1.37 -0.644
C 3.20 0.28 -0.09 -1.177
N 1.95 -0.10 0.56 0.571
C 2.00 -0.57 1.74 -0.631
C 0.92 -1.14 2.52 0.742
C 1.28 -1.72 3.74 -0.643
C -0.45 -1.18 2.10 0.897
O -0.86 -0.82 0.96 0.064
C 0.37 2.80 -0.12 0.458
O 0.18 1.68 0.41 0.471
H 0.12 -2.93 6.63 0.410
H 1.81 -2.69 6.15 0.378
H 0.96 -4.15 5.68 0.315
H -1.66 -2.98 4.78 0.510
H -3.31 -2.77 2.84 0.527
H -4.39 -1.05 1.88 0.332
H -2.22 0.61 2.97 0.488
H -3.94 1.04 2.86 0.492
H -3.69 1.16 0.35 0.518
H -1.99 0.78 0.54 -0.384
H -3.47 3.26 1.49 0.635
H -2.25 3.15 0.22 0.181
H -1.82 3.11 3.14 0.359
H -0.16 4.55 2.72 0.517
H 0.42 6.12 0.83 0.481
H 0.76 7.56 -1.16 0.404
H 1.24 6.85 -2.70 0.402
H 2.42 7.04 -1.41 0.308
H 1.60 4.40 -2.88 0.499
H 2.17 2.22 -3.00 0.313
H 2.95 0.28 -3.34 0.695
H 1.98 -1.13 -2.88 0.198
H 4.45 -0.33 -1.71 0.594
H 3.37 -1.58 -1.11 0.200
H 3.16 1.35 -0.31 0.282
H 4.04 0.12 0.59 0.643
H 2.98 -0.62 2.23 0.211
H 2.32 -1.67 4.03 0.498
O -1.20 0.88 -1.38 0.187
C -1.78 1.08 -2.53 0.324
C -2.32 2.34 -2.85 -0.554
C -2.94 2.55 -4.07 -0.889
C -3.06 1.52 -5.00 -0.899
C -2.56 0.27 -4.69 -0.761
C -1.90 0.04 -3.48 0.880
C -1.37 -1.25 -3.17 -0.895
N -0.61 -1.52 -2.16 1.253
N -0.26 -2.84 -2.08 -1.353
C 0.57 -3.01 -1.10 0.350
O 0.99 -2.02 -0.40 -0.292
C 1.05 -4.37 -0.77 0.034
C 1.04 -5.39 -1.71 -0.427
C 1.47 -6.66 -1.36 -0.775
C 1.90 -6.92 -0.07 -0.379
C 1.92 -5.90 0.88 -0.818
C 1.50 -4.63 0.53 -0.037
H -2.23 3.14 -2.13 0.278
H -3.32 3.53 -4.31 0.465
H -3.55 1.69 -5.95 0.402
H -2.67 -0.56 -5.38 0.457
H -1.61 -2.07 -3.84 0.374
H 0.69 -5.17 -2.71 0.465
H 1.47 -7.45 -2.10 0.392
H 2.23 -7.91 0.21 0.400
H 2.26 -6.10 1.89 0.423
H 1.51 -3.82 1.25 0.329
```

**HOMO level (spin up / spin down)**: -9.1514 / -9.2437 eV
**Orbital gap (spin up / spin down)**: 5.72 / 5.81 eV
**Total energy**: -85569.762 eV
**Charge**: +1
**Relative energy (zero: lowest compared OMol25 entry of this formula, charge and spin)**: 14.5 kcal per mole
**Spin multiplicity**: 2
**<S²>**: 1.131
**E_LUMO (spin up / spin down)**: -3.44 / -3.44 eV


Density functional theory data (ωB97M-V/def2-TZVPD) for C3H3F3O3S as an isolated structure in a non-equilibrium geometry.

```
13
Properties=species:S:1:pos:R:3:mulliken_charge:R:1
C 0.32 -1.07 -0.61 -0.281
C -0.45 1.25 0.29 0.004
C -1.30 -0.02 -0.10 0.546
O 1.91 1.18 -1.05 -0.616
O 1.81 -0.06 1.18 -0.672
O 0.60 -2.04 0.24 -0.465
F -0.65 1.73 1.52 -0.256
F -2.09 0.07 -1.12 -0.282
F -2.06 -0.48 0.89 -0.265
S 1.21 0.43 -0.05 1.068
H 0.26 -1.41 -1.65 0.454
H -0.50 1.96 -0.54 0.357
H 0.93 -1.53 1.01 0.409
```

**HOMO level**: -9.8843 eV
**Orbital gap**: 10.28 eV
**Total energy**: -28286.420 eV
**Relative energy (zero: lowest compared OMol25 entry of this formula, charge and spin)**: 36.1 kcal per mole
**E_LUMO**: 0.40 eV